Computed, not measured: 13 unconnected molecules or ions with the total composition C81H195N13O20, with ωB97M-V/def2-TZVPD.

Structure (XYZ):
```
309
C81H195N13O20 | the OMol25 dataset | ωB97M-V/def2-TZVPD
C -0.4864 -3.4485 1.1764
O 0.4041 -3.7300 2.2317
C -0.1546 -4.8255 3.0683
C 0.4454 -4.7161 4.4816
N 0.1269 -3.4859 5.2549
C -1.2687 -3.2232 5.5626
C -1.3797 -2.5731 6.9003
O -0.9188 -1.2626 6.6901
C -1.1527 -0.4976 7.8476
H -0.2607 -2.5123 0.7385
H -1.4797 -3.3882 1.6298
H -0.5689 -4.2758 0.4911
H 0.1386 -5.8145 2.7009
H -1.2265 -4.6498 2.9600
H 1.5330 -4.8867 4.4342
H 0.1552 -5.6504 5.0259
H 0.6521 -2.6747 4.8729
H -1.6936 -4.2464 5.6573
H -1.7680 -2.6217 4.7010
H -0.7617 -3.0210 7.6438
H -2.4398 -2.5745 7.2040
H -1.2618 0.5589 7.4966
H -0.2842 -0.5447 8.5417
H -2.0589 -0.8150 8.3399
C 2.3994 0.5731 9.4195
O 1.8618 1.7225 8.7904
C 1.8862 1.7403 7.3258
C 1.1249 2.8703 6.8264
N -0.2645 2.7223 6.9595
C -1.0898 3.7644 7.6772
C -2.5727 3.3452 7.6746
O -3.0952 3.3156 6.3915
C -4.5529 3.3145 6.4059
H 3.2270 0.8539 10.0751
H 2.7903 -0.1362 8.6622
H 1.6843 0.0745 10.1018
H 1.4622 0.8122 6.8826
H 2.9029 1.7769 7.0405
H 1.4209 3.1122 5.7839
H 1.5691 3.7400 7.3590
H -0.6947 2.5369 6.0868
H -0.9153 4.7331 7.2165
H -0.6577 3.8407 8.7250
H -3.0233 4.1058 8.2921
H -2.7112 2.3249 8.1632
H -5.0485 2.6048 7.1360
H -4.8848 3.1855 5.3764
H -4.8403 4.3072 6.6923
C 5.4084 1.0722 -2.0855
O 5.6697 -0.0301 -1.2363
C 6.9588 -0.1664 -0.7103
C 7.2130 -1.5464 -0.1549
N 8.3742 -1.4536 0.6708
C 8.6165 -2.7352 1.3487
C 9.8862 -2.8641 2.0503
O 9.8813 -1.8071 3.0495
C 10.8973 -1.9652 4.0383
H 4.3750 1.0458 -2.2783
H 5.9812 0.9639 -3.0280
H 5.7702 1.8805 -1.5813
H 7.1142 0.6321 0.0797
H 7.7362 -0.0154 -1.5100
H 7.3980 -2.1455 -1.0627
H 6.3066 -1.8700 0.3660
H 8.3325 -0.6718 1.3328
H 8.4630 -3.5197 0.6134
H 7.8229 -2.8983 2.0575
H 10.6945 -2.7960 1.3548
H 9.8728 -3.7758 2.6361
H 10.5053 -1.3758 4.8587
H 11.8497 -1.4529 3.7698
H 11.0949 -3.0025 4.4051
C -0.0443 5.4788 -7.1015
O -0.7139 6.7295 -6.8911
C 0.1954 7.8366 -6.7310
C -0.4850 8.8000 -5.7557
N -0.9488 8.1511 -4.5276
C 0.0178 7.9826 -3.4187
C -0.6268 7.2700 -2.2168
O -0.5397 5.8494 -2.5558
C -1.3776 4.9856 -1.7664
H 0.3474 5.3872 -8.1336
H -0.7258 4.6493 -6.9245
H 0.8591 5.4330 -6.4778
H 0.2916 8.3592 -7.6740
H 1.2285 7.5526 -6.4401
H -1.3283 9.3900 -6.1474
H 0.2010 9.5818 -5.3884
H -1.2889 7.1909 -4.6665
H 0.3337 9.0354 -3.1478
H 1.0244 7.5184 -3.6459
H -1.6679 7.6029 -2.0475
H -0.0823 7.5032 -1.3136
H -2.4822 5.1020 -2.0688
H -1.2059 5.1384 -0.6679
H -0.9975 4.0341 -2.0372
C 2.7294 4.8415 -1.9787
O 3.9700 4.1553 -1.8192
C 4.9824 4.9738 -1.3300
C 4.8333 5.2358 0.0909
N 4.6900 3.9887 0.8399
C 4.3510 4.2004 2.2689
C 4.0571 2.8720 3.0238
O 5.1734 2.0188 3.1532
C 5.2412 1.1466 1.9728
H 2.3232 5.2229 -1.0168
H 2.0293 4.2149 -2.4494
H 2.8688 5.8038 -2.5385
H 4.9625 5.8965 -1.9128
H 5.9014 4.4884 -1.6292
H 4.0447 5.9453 0.3712
H 5.7355 5.7207 0.3997
H 4.0306 3.4468 0.4174
H 3.5501 4.9194 2.3526
H 5.2169 4.7126 2.7417
H 3.1846 2.3653 2.5110
H 3.7057 3.2028 3.9763
H 6.0327 0.4417 2.2204
H 5.5960 1.6433 1.1072
H 4.2951 0.5440 1.7889
C -0.7144 2.0177 -6.8481
O -1.8388 2.6951 -6.4802
C -2.0692 2.7172 -5.1516
C -1.9510 1.4433 -4.4502
N -2.9899 0.4380 -4.8210
C -3.3887 0.3163 -6.1882
C -4.5723 -0.6424 -6.3166
O -5.6335 -0.0804 -5.5802
C -6.7958 -0.8737 -5.4703
H -0.7912 0.9287 -6.5386
H 0.2325 2.3690 -6.3787
H -0.6342 2.0505 -7.9140
H -3.0809 3.0952 -5.0281
H -1.4203 3.5218 -4.6935
H -2.0741 1.8208 -3.3782
H -0.9764 1.0469 -4.5392
H -3.8719 0.5549 -4.3092
H -2.5363 0.1749 -6.8110
H -3.7446 1.1895 -6.6176
H -4.3038 -1.6383 -5.9140
H -5.0052 -0.6713 -7.3430
H -7.4274 -0.3554 -4.6956
H -6.5095 -1.8775 -5.0918
H -7.3613 -0.8620 -6.3812
C 3.7263 3.8965 -5.4462
O 2.4444 3.3121 -5.2626
C 2.3722 2.1480 -4.4521
C 3.0439 0.8682 -4.9526
N 2.2428 0.3487 -6.0559
C 2.9895 -0.5186 -6.9473
C 1.9855 -1.2729 -7.8406
O 1.5483 -0.3065 -8.7408
C 0.6493 -0.8264 -9.7095
H 4.3975 3.1946 -5.9826
H 4.2108 4.2103 -4.5314
H 3.5858 4.7221 -6.1310
H 1.3090 1.9610 -4.3710
H 2.7847 2.3544 -3.4254
H 3.0709 0.1274 -4.1178
H 4.1075 1.0843 -5.1188
H 2.0293 1.1764 -6.6327
H 3.5594 -1.3458 -6.4245
H 3.6734 0.0376 -7.6539
H 1.2976 -1.7418 -7.1160
H 2.4149 -2.1639 -8.3652
H 0.9401 -0.4240 -10.7117
H -0.3695 -0.5346 -9.3753
H 0.6923 -1.8972 -9.8128
C 4.9827 -2.7359 2.8649
C 3.5052 -2.6490 2.9901
C 2.9966 -2.0253 4.2772
O 3.0382 -2.9749 5.2789
C 2.7851 -2.3317 6.4774
N 2.8409 -2.0495 1.8178
H 5.1668 -3.2802 1.9160
H 5.4604 -3.2225 3.7216
H 5.4103 -1.7083 2.6678
H 3.1811 -3.6785 3.1674
H 1.9330 -1.6601 4.1533
H 3.5678 -1.1572 4.5251
H 3.5610 -1.5950 6.7915
H 2.6882 -3.1467 7.1787
H 1.8918 -1.7323 6.4169
H 3.2993 -2.0988 0.9267
H 1.8876 -2.4131 1.6593
C -7.7723 1.7092 -2.1618
C -6.4160 2.2875 -1.8284
C -5.9918 2.0462 -0.3894
O -6.8869 2.6660 0.4810
C -6.7119 2.1689 1.8241
N -5.3202 1.6512 -2.5935
H -7.9041 1.8193 -3.2892
H -8.5746 2.3385 -1.7224
H -7.8582 0.6677 -1.8857
H -6.4621 3.3604 -2.0037
H -4.9846 2.4603 -0.2764
H -5.9791 0.9408 -0.2462
H -7.5405 1.3355 2.0101
H -6.8953 2.9453 2.4981
H -5.7208 1.7917 2.0303
H -5.7654 1.2532 -3.4320
H -4.7776 2.4686 -2.9190
C 1.8230 -4.9352 -0.4644
C 2.9097 -5.2165 -1.4422
C 4.1552 -4.4987 -0.9413
O 3.9919 -3.0872 -0.7559
C 3.7006 -2.3847 -1.9308
N 3.2406 -6.6485 -1.5450
H 1.3081 -4.0754 -0.7729
H 2.2591 -4.7704 0.5386
H 1.1086 -5.7791 -0.4131
H 2.5737 -4.9175 -2.4696
H 4.9748 -4.8449 -1.5926
H 4.4477 -4.8122 0.0485
H 4.0005 -1.3527 -1.7746
H 2.5769 -2.4104 -2.1059
H 4.2125 -2.8173 -2.8269
H 4.0199 -6.8804 -2.1105
H 3.3477 -7.0799 -0.6257
C -6.8455 -3.3438 1.8895
C -5.4657 -3.4027 2.5122
C -4.7281 -2.0459 2.3548
C -5.2327 -1.0606 3.3494
C -5.2660 -1.5848 4.7912
C -5.9364 -2.9013 5.0066
N -5.4871 -3.8440 3.9574
O -6.1049 -5.0814 4.0800
C -5.3940 -3.5588 6.4065
C -7.4915 -2.7699 5.1878
C -4.5254 -4.4734 1.8363
H -7.4085 -2.4428 2.1218
H -7.5611 -4.0911 2.1955
H -6.6909 -3.4091 0.7995
H -3.6158 -2.1237 2.5157
H -4.9189 -1.7067 1.3071
H -6.2643 -0.6910 3.0262
H -4.6084 -0.1918 3.3179
H -5.6720 -0.8387 5.5372
H -4.2337 -1.7902 4.9842
H -5.5838 -2.9185 7.2927
H -5.8620 -4.5517 6.5701
H -4.3284 -3.7314 6.1608
H -7.5590 -2.2255 6.1289
H -7.9168 -2.1861 4.3192
H -8.0171 -3.7066 5.2714
H -4.9947 -5.4271 1.7673
H -3.5391 -4.6023 2.3176
H -4.3603 -4.1040 0.7903
H -7.0797 -4.9133 4.1399
C -4.0663 -1.6119 -2.5168
C -3.2180 -2.8506 -2.6620
C -4.1528 -4.1200 -2.8530
C -3.3135 -5.3504 -3.1785
C -2.6084 -5.0515 -4.4881
C -1.6419 -3.9356 -4.3931
N -2.4876 -2.7727 -3.8532
O -1.5832 -1.6282 -3.7698
C -0.3527 -4.1422 -3.6134
C -1.1319 -3.5819 -5.8309
C -2.4160 -3.0399 -1.3951
H -4.7721 -1.8497 -1.7379
H -4.7028 -1.3921 -3.3376
H -3.4942 -0.7056 -2.1716
H -4.7534 -4.2346 -1.9049
H -4.9476 -3.9012 -3.5948
H -3.8230 -6.3187 -3.1536
H -2.5289 -5.4779 -2.4321
H -3.3308 -4.7589 -5.2533
H -2.2271 -6.0113 -4.8471
H -0.6478 -4.5193 -2.6638
H 0.1634 -4.9309 -4.1301
H 0.2180 -3.1798 -3.4830
H -0.7724 -4.5308 -6.2485
H -1.9419 -3.3341 -6.5372
H -0.3752 -2.7560 -5.7438
H -1.4016 -2.5988 -1.5326
H -2.3869 -4.0850 -1.2043
H -2.8285 -2.6282 -0.4691
H -2.0694 -0.9895 -4.3537
C 2.0497 -0.1096 -0.4194
C 0.9518 0.8016 0.1539
C -0.2932 0.6402 -0.7255
C -1.5117 1.3503 -0.1234
C -1.7313 0.7633 1.2486
C -0.4843 0.7544 2.2365
N 0.6382 0.2700 1.4399
O 1.8019 0.4538 2.3335
C -0.2799 2.1661 2.9581
C -0.7769 -0.2304 3.3782
C 1.5020 2.3035 0.0876
H 3.0140 0.0195 -0.0252
H 2.0819 -0.0262 -1.4786
H 1.7580 -1.1161 -0.2096
H -0.0661 1.0851 -1.7443
H -0.6259 -0.4025 -0.9175
H -2.4096 1.1625 -0.6858
H -1.2861 2.4319 -0.0667
H -1.9411 -0.2946 1.2339
H -2.5224 1.2807 1.7950
H -0.0831 2.9425 2.1742
H -1.0215 2.5018 3.6645
H 0.5578 2.0764 3.5458
H -0.6262 -1.2512 2.9942
H -0.1800 -0.1213 4.2975
H -1.8378 -0.1874 3.7313
H 0.7255 3.0903 0.2100
H 1.9341 2.5089 -0.8550
H 2.2121 2.3927 0.8255
H 2.2228 -0.4075 2.2212
```

Orbital gap   8.6 eV
Total charge   0
Lowest unoccupied orbital energy   0.491 eV
2S+1   1
Relative energy (zero: lowest compared OMol25 entry of this formula, charge and spin)   0.0000 eV
Highest occupied orbital energy   -8.1 eV


Computed, not measured: a single C21H22FN3O3 molecule, with ωB97M-V/def2-TZVPD.

Structure (XYZ):
```
50
C21H22FN3O3 | the OMol25 dataset | ωB97M-V/def2-TZVPD
C 8.5270 -1.4854 -0.2750
O 7.2730 -2.0126 -0.6371
C 6.1579 -1.2841 -0.3714
C 6.1466 -0.0372 0.2454
C 4.9474 0.6162 0.4695
C 3.7530 0.0385 0.0718
N 2.5232 0.7185 0.2905
C 2.3340 2.0569 -0.0047
O 3.1747 2.8013 -0.4294
C 0.8874 2.3845 0.2857
C 0.2952 1.1385 0.9460
N -0.9494 0.7408 0.3006
C -1.4521 -0.5653 0.7012
C -2.6580 -0.9175 -0.1614
N -3.7014 0.0737 0.0176
C -5.0206 -0.2596 -0.2479
C -5.8538 0.5153 -1.0623
C -7.1854 0.1970 -1.2542
C -7.7416 -0.9150 -0.6492
C -6.9469 -1.7037 0.1655
C -5.6251 -1.3686 0.3616
F -4.9050 -2.1545 1.2045
C -3.2182 1.3900 -0.3250
C -2.0021 1.7158 0.5415
C 1.4128 0.0991 0.8294
O 1.3896 -1.0453 1.1970
C 3.7552 -1.2057 -0.5491
C 4.9469 -1.8609 -0.7623
H 9.2591 -2.2288 -0.5864
H 8.6027 -1.3352 0.8066
H 8.7296 -0.5409 -0.7897
H 7.0620 0.4374 0.5603
H 4.9473 1.5832 0.9464
H 0.8228 3.2860 0.8938
H 0.3974 2.5801 -0.6701
H 0.1444 1.2986 2.0333
H -0.6805 -1.3180 0.5547
H -1.7496 -0.5701 1.7626
H -3.0176 -1.9051 0.1156
H -2.3412 -0.9411 -1.2167
H -5.4480 1.3759 -1.5696
H -7.7894 0.8222 -1.8947
H -8.7787 -1.1671 -0.8030
H -7.3421 -2.5721 0.6689
H -3.9969 2.1269 -0.1209
H -2.9246 1.4532 -1.3851
H -1.6484 2.7156 0.2866
H -2.3084 1.7139 1.6025
H 2.8255 -1.6575 -0.8553
H 4.9704 -2.8277 -1.2386
```

Orbital gap   8.8 eV
Total charge   0
Lowest unoccupied orbital energy   0.718 eV
2S+1   1
Relative energy (zero: lowest compared OMol25 entry of this formula, charge and spin)   2.4119 eV
Highest occupied orbital energy   -8.1 eV


Q: Among the records above, which one has the lowest relative energy (zero: lowest compared OMol25 entry of this formula, charge and spin)?
A: C81H195N13O20


Q: The highest relative energy (zero: lowest compared OMol25 entry of this formula, charge and spin) belongs to which entry?
A: C21H22FN3O3


Q: What is the highest occupied orbital energy in the second record?
A: -8.1 eV